Entry 1:
Formula: C39H63CdN4O5P2S4
Source: the Open Molecules 2025 dataset
Level of theory: wB97M-V/def2-TZVPD

```
118
C39H63CdN4O5P2S4, DFT wB97M-V/def2-TZVPD
Cd 0.00 -0.37 -0.17
C -3.74 2.23 3.71
C -3.12 1.23 4.46
C -2.15 0.41 3.91
C -1.76 0.56 2.57
C -2.40 1.56 1.82
C -3.36 2.38 2.38
N -0.79 -0.20 1.97
N -0.13 -1.00 2.79
C 0.93 -1.71 2.24
C 1.59 -2.58 3.13
C 2.65 -3.36 2.71
C 3.08 -3.28 1.39
C 2.44 -2.42 0.51
C 1.37 -1.62 0.90
H -4.48 2.88 4.15
H -3.40 1.09 5.50
H -1.66 -0.36 4.50
H -2.11 1.69 0.78
H -3.81 3.16 1.77
H 1.23 -2.62 4.16
H 3.14 -4.02 3.41
H 3.91 -3.90 1.04
H 2.78 -2.37 -0.52
C 3.01 5.86 -0.47
C 4.08 4.84 -0.13
O 3.72 4.04 0.99
P 2.84 2.67 0.79
S 3.69 1.58 -0.61
S 0.92 3.09 0.70
O 3.09 2.05 2.25
C 4.35 1.49 2.62
C 4.12 0.12 3.20
H 3.33 6.45 -1.33
H 2.83 6.53 0.37
H 2.07 5.36 -0.71
H 5.01 5.34 0.15
H 4.29 4.20 -0.98
H 4.81 2.17 3.34
H 5.00 1.43 1.74
H 3.46 0.17 4.07
H 5.07 -0.33 3.51
H 3.66 -0.53 2.46
C 2.85 3.18 -5.06
C 3.02 1.66 -4.98
C 2.11 1.05 -3.90
C 0.83 1.87 -3.75
C 1.20 3.25 -3.16
C 2.57 3.74 -3.67
P -0.44 1.05 -2.69
C -1.85 2.25 -2.59
C -1.74 3.32 -1.49
C -3.15 3.81 -1.13
C -4.06 3.89 -2.36
C -3.22 4.13 -3.62
C -2.34 2.90 -3.90
C -1.17 -0.24 -3.81
C -0.40 -1.56 -3.68
C -0.94 -2.57 -4.69
C -0.53 -2.15 -6.11
C -0.38 -0.62 -6.22
C -1.38 0.10 -5.32
H 2.02 3.44 -5.72
H 3.75 3.64 -5.50
H 4.06 1.42 -4.74
H 2.81 1.21 -5.96
H 2.62 1.04 -2.94
H 1.90 0.01 -4.15
H 0.39 1.99 -4.74
H 1.24 3.18 -2.07
H 0.43 3.98 -3.41
H 3.35 3.41 -2.99
H 2.60 4.84 -3.68
H -2.64 1.58 -2.25
H -1.12 4.15 -1.83
H -1.24 2.91 -0.61
H -3.07 4.80 -0.65
H -3.59 3.14 -0.40
H -4.81 4.67 -2.24
H -4.60 2.95 -2.48
H -2.60 5.01 -3.46
H -3.85 4.34 -4.48
H -1.50 3.20 -4.53
H -2.93 2.17 -4.46
H -2.15 -0.41 -3.36
H -0.50 -1.94 -2.67
H 0.67 -1.43 -3.85
H -2.03 -2.60 -4.60
H -0.58 -3.57 -4.45
H -1.27 -2.50 -6.84
H 0.42 -2.62 -6.38
H -0.50 -0.30 -7.25
H 0.64 -0.33 -5.92
H -2.39 -0.22 -5.60
H -1.34 1.17 -5.51
C -0.70 -4.51 0.65
S -1.10 -3.85 -0.95
O -2.32 -4.54 -1.39
O 0.05 -4.11 -1.79
O -1.36 -2.42 -0.70
H -0.57 -5.58 0.56
H -1.52 -4.27 1.33
H 0.22 -4.03 0.99
C -5.53 -0.21 1.73
N -5.21 -1.37 0.95
C -5.50 -2.70 1.43
C -4.85 -3.60 0.35
N -4.43 -2.64 -0.65
C -4.57 -1.37 -0.24
S -4.02 -0.02 -1.07
H -6.62 -0.11 1.86
H -5.16 0.67 1.21
H -5.05 -0.26 2.71
H -6.58 -2.87 1.51
H -5.06 -2.85 2.42
H -5.57 -4.31 -0.06
H -4.00 -4.16 0.73
H -3.67 -2.90 -1.27
```

As for the total charge: -2. Its spin multiplicity is 2. The HOMO-LUMO gap (spin up / spin down) is 4.7 / 6.6 eV. The value obtained for the molar mass is 970.58 g mol⁻¹.

Atomic partial charges in e from the Mulliken method, atoms 1 to 99: 0.73, -0.80, -0.67, -0.70, -0.88, 1.72, -0.28, 1.27, -0.57, 0.31, -0.39, -0.61, -0.70, 0.04, 0.00, 0.32, 0.32, 0.40, -0.92, 0.30, 0.34, 0.27, 0.30, 0.33, -0.68, -0.35, -0.39, 0.91, -0.60, -0.38, -0.45, -0.38, -0.72, 0.36, 0.31, -0.06, 0.33, 0.17, 0.24, 0.37, 0.28, 0.43, -0.03, -1.07, -0.92, 0.11, 0.68, -0.06, -0.24, -0.65, 2.64, 0.24, 0.21, -0.94, -1.03, -0.66, 1.28, 1.00, -0.68, -1.02, -0.40, -1.22, 0.31, 0.47, 0.45, 0.30, -0.52, -0.05, 0.34, -0.56, 0.06, -0.06, 0.50, -1.48, 0.55, -1.22, 0.62, -0.71, 0.58, 0.20, 0.29, 0.56, 0.00, 0.35, 0.37, -1.34, -0.11, 0.33, 0.45, 0.33, 0.36, 0.52, -0.19, 0.60, 0.41, -0.69, 1.21, -0.86, -0.69

***

Entry 2:
Formula: C39H64F8O29
Source: the Open Molecules 2025 dataset
Level of theory: wB97M-V/def2-TZVPD

```
140
C39H64F8O29, DFT wB97M-V/def2-TZVPD
C -3.00 -2.66 5.63
C -2.67 -2.72 4.11
C -1.97 -4.04 3.74
O -3.86 -2.60 3.42
H -3.95 -3.15 5.86
H -3.17 -1.65 5.90
H -2.16 -3.04 6.13
H -1.97 -1.96 3.90
H -0.94 -4.01 4.05
H -1.89 -4.17 2.64
H -2.45 -4.88 4.30
H -3.81 -2.40 2.49
C -5.66 -1.11 -0.93
C -5.06 -2.53 -0.75
C -4.80 -3.27 -2.10
O -3.80 -2.35 -0.09
H -4.94 -0.59 -1.56
H -5.75 -0.73 0.05
H -6.58 -1.33 -1.49
H -5.76 -3.24 -0.17
H -4.47 -4.30 -1.91
H -3.98 -2.71 -2.55
H -5.68 -3.34 -2.75
H -3.21 -3.11 -0.30
C -2.49 3.45 2.81
C -3.14 2.27 2.09
C -3.52 1.15 2.97
O -4.28 2.73 1.33
H -1.53 3.18 3.22
H -3.04 3.73 3.71
H -2.48 4.23 2.16
H -2.31 1.81 1.46
H -2.67 0.87 3.62
H -3.95 0.40 2.33
H -4.34 1.29 3.75
H -4.82 3.29 1.87
C 6.47 -1.74 -1.34
C 5.05 -1.43 -0.88
C 4.99 -0.27 0.15
O 4.30 -1.06 -2.09
H 6.43 -2.47 -2.10
H 7.12 -2.07 -0.46
H 6.92 -0.87 -1.85
H 4.70 -2.37 -0.54
H 5.84 -0.26 0.83
H 4.14 -0.20 0.81
H 4.95 0.63 -0.38
H 3.33 -1.18 -1.93
C -0.15 -4.89 -2.54
C -1.14 -5.12 -1.44
C -0.60 -5.97 -0.25
O -1.66 -3.90 -0.81
H 0.24 -5.89 -2.87
H 0.69 -4.36 -2.11
H -0.62 -4.35 -3.38
H -2.04 -5.66 -1.69
H -1.38 -6.37 0.47
H 0.13 -5.41 0.30
H -0.02 -6.83 -0.59
H -1.07 -3.56 -0.17
C 1.96 2.73 4.34
C 3.05 1.68 4.41
O 2.37 0.47 4.06
C 1.07 0.66 4.27
O 0.28 -0.27 4.27
O 0.81 1.89 4.66
F 3.35 1.47 5.72
H 1.79 3.11 3.27
H 2.04 3.43 5.15
H 4.01 1.82 3.88
C -2.63 -0.67 -6.50
C -1.58 -1.49 -5.87
O -0.34 -0.72 -6.14
C -0.64 0.38 -6.77
O 0.12 1.24 -7.04
O -1.93 0.55 -6.91
F -1.47 -2.72 -6.48
H -3.43 -0.36 -5.87
H -3.05 -1.22 -7.42
H -1.64 -1.73 -4.84
C 3.00 0.87 -4.98
C 1.86 1.37 -4.16
O 2.35 2.53 -3.48
C 3.71 2.47 -3.53
O 4.37 3.36 -3.00
O 4.09 1.48 -4.36
F 1.55 0.41 -3.18
H 3.01 1.12 -6.03
H 3.10 -0.18 -4.79
H 0.98 1.51 -4.74
C -3.76 2.34 -1.48
C -4.20 2.79 -2.83
O -3.74 1.76 -3.66
C -2.67 1.17 -3.08
O -1.88 0.40 -3.65
O -2.62 1.49 -1.80
F -3.61 3.93 -3.19
H -4.44 1.79 -0.85
H -3.42 3.16 -0.82
H -5.28 2.91 -2.91
C 5.56 6.22 1.65
C 4.85 4.91 1.43
O 4.37 4.54 2.69
C 4.84 5.41 3.66
O 4.85 5.14 4.82
O 5.41 6.44 3.03
F 5.74 3.89 1.08
H 5.05 6.98 1.08
H 6.59 6.23 1.29
H 4.16 4.99 0.61
C 1.19 3.94 -0.67
C -0.07 4.74 -0.66
O 0.10 5.65 0.35
C 1.12 5.22 1.21
O 1.51 5.82 2.15
O 1.72 4.15 0.69
F -1.16 3.91 -0.21
H 1.85 4.46 -1.42
H 1.26 2.89 -0.91
H -0.48 5.32 -1.58
C 2.55 -2.36 2.70
C 2.69 -3.73 2.24
O 2.78 -3.76 0.83
C 2.27 -2.52 0.41
O 1.93 -2.33 -0.71
O 2.19 -1.65 1.47
F 1.57 -4.47 2.55
H 3.55 -1.95 3.08
H 1.81 -2.20 3.49
H 3.47 -4.36 2.69
C -0.97 -0.81 -0.57
C -1.22 -1.01 0.93
O -0.42 0.02 1.53
C 0.50 0.44 0.58
O 1.38 1.23 0.83
O 0.15 0.06 -0.63
F -0.83 -2.25 1.39
H -1.84 -0.32 -1.01
H -0.75 -1.75 -1.14
H -2.32 -1.00 1.29
```

The HOMO-LUMO gap is 9.9 eV. The value obtained for the molar mass is 1148.90 g mol⁻¹.

Atomic partial charges in e from the Mulliken method, atoms 1 to 99: -1.76, 1.85, -1.11, -0.68, 0.36, 0.43, 0.43, -0.50, 0.31, -0.05, 0.39, 0.26, -1.02, 0.53, -1.27, 0.12, -0.15, 0.39, 0.47, 0.17, 0.30, 0.13, 0.46, 0.17, -1.91, 2.89, -1.46, -0.57, 0.12, 0.41, 0.68, -1.03, 0.18, 0.13, 0.40, 0.29, -1.82, 1.14, -0.94, -0.54, 0.49, 0.33, 0.37, 0.02, 0.37, -0.07, 0.39, 0.29, -0.96, 0.47, -1.29, -0.28, 0.45, 0.04, 0.21, 0.32, 0.26, 0.19, 0.43, -0.19, -0.20, 0.39, -0.39, 0.62, -0.61, -0.39, -0.33, -0.05, 0.44, 0.35, -0.38, 0.97, -0.35, 0.78, -0.54, -0.36, -0.36, 0.21, 0.30, -0.18, -0.23, 0.38, -0.22, 0.64, -0.61, -0.34, -0.16, 0.28, 0.27, -0.11, -0.40, 0.18, -0.38, -0.19, -0.36, 0.60, -0.29, 0.28, 0.19

***

Entry 3:
Formula: C39H66BBr12Cl2F5NO6S
Source: the Open Molecules 2025 dataset
Level of theory: wB97M-V/def2-TZVPD

```
133
C39H66BBr12Cl2F5NO6S, DFT wB97M-V/def2-TZVPD
C 7.98 2.99 2.30
O 8.78 1.84 2.12
C 8.15 0.84 1.34
C 8.74 0.75 -0.08
C 7.90 -0.24 -0.95
C 6.88 0.49 -1.86
C 5.63 1.00 -1.09
C 5.72 2.49 -0.66
C 4.93 3.39 -1.67
C 3.70 4.11 -1.06
C 2.67 4.39 -2.20
C 1.20 4.22 -1.73
B 0.65 2.69 -1.50
C 1.66 1.58 -2.13
C 1.70 1.47 -3.69
C 1.00 2.57 -4.48
Cl 1.13 2.12 -6.27
O -0.71 2.33 -2.00
C -1.46 1.70 -0.97
C -2.92 1.84 -1.48
C -3.23 0.97 -2.72
C -4.21 -0.19 -2.38
C -4.16 -1.32 -3.38
F -4.63 -0.87 -4.56
F -2.91 -1.77 -3.50
C -5.06 -2.54 -2.98
F -4.35 -3.66 -3.05
F -5.48 -2.46 -1.73
F -6.11 -2.69 -3.75
C -1.23 0.16 -0.89
C -0.14 -0.39 0.06
C -0.63 -1.61 0.86
O -1.47 -2.35 0.51
O 0.01 -1.86 2.04
C -0.99 2.67 0.20
C -1.52 2.60 1.64
C -1.78 1.23 2.27
O -1.03 0.72 2.97
Cl -3.34 0.39 1.97
N -1.58 4.02 -0.30
C -1.27 4.97 0.30
S -0.88 6.27 1.10
O 0.35 2.62 0.00
H 6.92 2.74 2.44
H 8.30 3.54 3.20
H 8.10 3.67 1.44
H 7.06 0.96 1.26
H 8.33 -0.12 1.84
H 9.78 0.39 0.00
H 8.75 1.74 -0.54
H 8.59 -0.85 -1.55
H 7.38 -0.93 -0.28
H 6.54 -0.26 -2.58
H 7.36 1.28 -2.45
H 5.50 0.36 -0.20
H 4.76 0.79 -1.73
H 5.38 2.65 0.37
H 6.78 2.76 -0.78
H 4.68 2.75 -2.53
H 5.59 4.17 -2.09
H 3.25 3.42 -0.34
H 4.01 5.04 -0.58
H 2.80 5.46 -2.45
H 2.94 3.83 -3.10
H 1.19 4.72 -0.74
H 0.53 4.84 -2.36
H 2.70 1.64 -1.77
H 1.33 0.59 -1.78
H 1.28 0.51 -4.01
H 2.75 1.44 -4.01
H -0.07 2.65 -4.31
H 1.42 3.57 -4.41
H -3.58 1.53 -0.65
H -3.19 2.87 -1.73
H -3.78 1.60 -3.44
H -2.35 0.63 -3.27
H -5.22 0.25 -2.47
H -4.13 -0.52 -1.34
H -0.93 -0.16 -1.89
H -2.17 -0.30 -0.59
H 0.72 -0.78 -0.50
H 0.28 0.33 0.78
H 0.73 -1.23 2.15
H -0.79 3.08 2.30
H -2.45 3.15 1.80
Br -6.93 -7.82 -5.19
C -5.75 -6.30 -4.89
C -5.78 -5.35 -6.06
Br -4.74 -6.03 -7.56
H -4.77 -6.70 -4.69
H -6.14 -5.82 -4.00
H -5.30 -4.41 -5.79
H -6.78 -5.15 -6.43
Br -4.75 -8.00 -0.06
C -3.58 -6.45 0.21
C -3.60 -5.52 -0.97
Br -2.55 -6.21 -2.46
H -2.60 -6.84 0.43
H -3.98 -5.95 1.08
H -3.13 -4.58 -0.71
H -4.59 -5.34 -1.36
Br -5.10 3.53 1.55
C -6.96 3.19 1.06
C -7.19 1.74 0.75
Br -6.50 1.27 -1.01
H -7.19 3.85 0.23
H -7.54 3.50 1.93
H -8.26 1.53 0.71
H -6.72 1.07 1.46
Br -3.98 -7.02 4.70
C -5.92 -6.95 4.80
C -6.52 -6.94 3.43
Br -6.32 -5.18 2.62
H -6.17 -6.06 5.38
H -6.21 -7.84 5.36
H -7.60 -7.12 3.47
H -6.07 -7.66 2.75
Br 8.54 3.08 5.75
C 7.04 3.73 6.81
C 5.73 3.20 6.30
Br 5.16 4.14 4.69
H 7.10 4.81 6.80
H 7.23 3.37 7.82
H 4.94 3.38 7.02
H 5.76 2.14 6.05
Br -0.15 -2.03 7.65
C -0.14 -2.10 5.70
C -1.53 -2.12 5.14
Br -2.37 -3.87 5.33
H 0.44 -2.98 5.42
H 0.39 -1.20 5.38
H -1.51 -1.92 4.06
H -2.19 -1.40 5.62
```

As for the total charge: -1. The HOMO-LUMO gap is 7.3 eV. The value obtained for the molar mass is 1812.58 g mol⁻¹.

Atomic partial charges in e from the Mulliken method, atoms 1 to 99: -0.43, -0.38, -0.40, -0.44, -0.83, -1.10, -0.46, 0.07, -1.19, -0.50, -1.24, -0.63, 1.16, 2.13, -1.53, 0.06, -0.28, -0.19, 1.04, -0.89, -1.23, -0.86, 0.99, -0.37, -0.28, 0.48, -0.19, -0.34, -0.30, -1.00, -1.08, -0.04, -0.52, -0.47, 0.88, -1.50, 0.38, -0.36, -0.07, -0.46, 0.33, -0.45, -0.85, 0.16, 0.18, 0.24, 0.20, 0.30, 0.34, 0.30, 0.37, 0.38, 0.38, 0.39, 0.58, 0.10, 0.23, 0.05, 0.36, 0.44, 0.12, 0.55, 0.51, 0.42, 0.14, 0.19, -1.08, -0.91, 0.61, 0.42, 0.14, 0.23, -0.02, 0.79, 0.28, 0.61, 0.12, 0.75, 0.75, -0.11, 0.65, 0.55, 0.42, 0.65, 0.29, -0.15, -0.43, -0.29, -0.16, 0.34, 0.18, 0.04, 0.45, -0.20, -0.34, -0.28, -0.19, 0.45, 0.14